Formula: C12H12N2O
Source: the Open Molecules 2025 dataset
Level of theory: ωB97M-V/def2-TZVPD

Cartesian coordinates (Å):
O -0.48751 1.56214 -0.54291
C -1.61100 0.88272 -0.13568
C -2.79582 1.62689 0.06060
C -3.95334 1.02187 0.22663
C -4.00722 -0.33204 0.47152
C -2.92811 -1.13994 0.30088
C -1.66899 -0.53060 -0.06448
C -0.54222 -1.48192 -0.45800
N 0.67775 -1.28937 0.36139
C 1.90505 -0.50405 0.38423
C 2.46179 -0.52160 -0.88291
C 3.64847 0.22005 -1.00665
C 4.15045 0.82298 0.02478
C 3.55539 0.68754 1.27511
N 2.39311 -0.02353 1.49377
H 0.19864 0.93187 -0.50136
H -2.61399 2.67365 0.02100
H -4.86077 1.60576 0.04941
H -4.97561 -0.81123 0.39974
H -3.04613 -2.20080 0.53833
H -0.29596 -1.20157 -1.46394
H -1.03440 -2.41086 -0.31398
H 0.45705 -1.23639 1.36936
H 2.00912 -0.93976 -1.76726
H 4.20121 0.20591 -1.98024
H 5.18965 1.26728 0.05044
H 3.97338 1.11501 2.09023

Computed properties:
highest occupied orbital energy	-0.3024	Eh
LUMO	0.029	Eh
HOMO-LUMO gap	0.331	hartree
ΔE to the lowest compared entry with this formula, charge and spin	1.749	eV
electronic energy	-649.153057	a.u.


Formula: C12H12N3O8P2Ti
Source: the Open Molecules 2025 dataset
Level of theory: ωB97M-V/def2-TZVPD

Cartesian coordinates (Å):
Ti -0.67663 -0.55498 0.19900
O 0.33204 1.98465 3.19937
C -0.11899 1.39513 2.23288
N -0.00866 0.08073 1.93787
C 1.14900 -0.63623 2.41898
C 2.04649 -0.92305 1.22803
C 3.36010 -1.34129 1.37470
C 4.14338 -1.52312 0.24992
C 3.59326 -1.28793 -1.00338
C 2.27442 -0.89641 -1.07912
N 1.51894 -0.71116 0.00974
C -0.75959 2.19416 1.11494
C -1.13728 3.51180 1.30206
C -1.53144 4.25077 0.20115
C -1.51525 3.65735 -1.05404
C -1.12810 2.33703 -1.16264
N -0.75572 1.61916 -0.10030
H 1.70902 -0.05423 3.15484
H 0.86840 -1.58464 2.88553
H 3.75904 -1.50666 2.36651
H 5.17354 -1.83858 0.34767
H 4.17161 -1.41662 -1.90667
H 1.78850 -0.73922 -2.03252
H -1.09232 3.92875 2.29760
H -1.83577 5.28262 0.31578
H -1.80412 4.20618 -1.93886
H -1.13017 1.82591 -2.11514
O -3.27810 0.29162 -1.97038
P -3.17357 -0.99969 -1.02096
O -4.28859 -1.91796 -1.18734
O -2.68509 -0.47881 0.33152
O -1.71007 -1.60411 -1.57182
P -1.08498 -3.06047 -1.01171
O 0.24985 -3.09118 -1.91099
O -1.95115 -4.20526 -1.24117
O -0.63397 -2.58424 0.36772
H -3.98292 0.14486 -2.61988
H 0.14490 -3.75486 -2.60890

Computed properties:
highest occupied orbital energy (alpha / beta)	-0.3193 / -0.3605	Eh
LUMO (alpha / beta)	-0.022 / -0.019	Eh
HOMO-LUMO gap (alpha / beta)	0.297 / 0.342	hartree
ΔE to the lowest compared entry with this formula, charge and spin	0.074	eV
electronic energy	-2763.293887	a.u.
multiplicity	2


Formula: C12H12NOP
Source: the Open Molecules 2025 dataset
Level of theory: ωB97M-V/def2-TZVPD

Cartesian coordinates (Å):
C -4.19659 -0.31293 -0.02380
C -3.23330 -0.59527 0.89269
C -3.84589 0.46795 -1.11923
C -1.88357 -0.25108 0.73151
C -2.51964 0.54864 -1.42271
C -1.44070 0.24112 -0.51006
C 3.52916 -0.15919 -0.96312
C 3.32006 1.11013 -0.36174
C 2.75982 -1.16657 -0.56708
C 2.23087 1.39114 0.39087
C 1.72873 -1.03220 0.52970
C 1.11956 0.36825 0.50489
N -0.24752 3.63393 0.61355
O -0.60287 4.50095 -0.06754
P 0.15212 0.79315 -1.00338
H -5.15290 -0.58176 0.26711
H -3.61445 -1.13011 1.86405
H -4.70329 0.79237 -1.63059
H -1.10084 -0.36039 1.47745
H -2.40006 1.04399 -2.45129
H 4.20857 -0.15449 -1.68882
H 4.11079 1.83530 -0.51679
H 2.97475 -2.16779 -1.12407
H 1.81158 2.36973 0.83064
H 0.87408 -1.68965 0.37807
H 2.32647 -1.05502 1.38429
H 0.66703 0.63490 1.48777

Computed properties:
highest occupied orbital energy (alpha / beta)	-0.2645 / -0.3030	Eh
LUMO (alpha / beta)	0.003 / -0.033	Eh
HOMO-LUMO gap (alpha / beta)	0.267 / 0.270	hartree
ΔE to the lowest compared entry with this formula, charge and spin	4.353	eV
electronic energy	-935.596158	a.u.


Formula: C12H12O2S
Source: the Open Molecules 2025 dataset
Level of theory: ωB97M-V/def2-TZVPD

Cartesian coordinates (Å):
C -3.88703 1.17315 0.09201
C -3.10332 1.26769 -1.10769
C -3.65575 0.18937 1.01612
C -1.99440 0.36211 -1.27795
C -2.64776 -0.61940 0.82858
C -1.71316 -0.50617 -0.24395
C -0.52264 -1.44825 -0.36302
C 3.08490 -0.20471 1.10241
C 2.32288 -1.00436 -1.33467
C 2.93544 1.16726 0.42518
C 2.43604 -1.16533 0.20898
C 1.25455 -0.56227 -0.42794
O -0.40848 -2.59019 -0.13853
O 0.25051 1.44456 1.03405
S 1.08525 1.27645 -0.09514
H -4.63990 1.96766 0.27392
H -3.24576 1.98512 -1.85546
H -4.25567 0.20642 1.95753
H -1.49968 0.37408 -2.26061
H -2.53279 -1.46803 1.54484
H 4.13623 -0.36839 1.27670
H 2.55965 -0.26178 2.04400
H 2.71703 -0.24963 -1.95679
H 2.44988 -1.95714 -1.85566
H 3.11213 1.97703 1.15201
H 3.50651 1.22602 -0.56539
H 2.25532 -2.21123 0.52645

Computed properties:
highest occupied orbital energy	-0.3165	Eh
LUMO	0.018	Eh
HOMO-LUMO gap	0.335	hartree
ΔE to the lowest compared entry with this formula, charge and spin	2.762	eV
electronic energy	-1012.979154	a.u.


Formula: C12H13AsF6NO6RuS4
Source: the Open Molecules 2025 dataset
Level of theory: ωB97M-V/def2-TZVPD

Cartesian coordinates (Å):
Ru -0.26846 0.41709 0.19237
F -1.34476 4.46678 1.96543
C -0.45540 3.60256 1.51014
F -0.81853 2.36399 1.92366
F 0.74071 3.87509 2.01884
S -0.37918 3.61665 -0.32407
O 0.30907 2.34309 -0.62315
O 0.34439 4.79347 -0.65633
N -1.84450 3.66266 -0.80709
S -2.74134 2.38637 -1.12776
O -1.99347 1.14738 -0.97241
O -3.48007 2.55421 -2.32787
C -3.98993 2.45117 0.23221
F -5.03548 1.72527 -0.11542
F -4.36805 3.71581 0.41322
F -3.46593 1.99593 1.36317
O -3.53759 -0.99859 0.48734
C -2.38813 -1.32671 0.55294
O -1.45374 -0.58307 1.21170
C -1.86302 -2.60787 0.00920
C -2.41341 -3.81323 0.43311
C -1.92960 -5.01432 -0.05452
C -0.89698 -5.01316 -0.98541
C -0.33845 -3.81563 -1.40425
C -0.80888 -2.60675 -0.89527
S -0.05607 -1.11110 -1.47269
H -3.23748 -3.79312 1.13552
H -2.35684 -5.94872 0.28462
H -0.52087 -5.94747 -1.38255
H 0.46832 -3.81055 -2.12707
C 3.25598 -1.51418 -0.57859
As 3.05231 0.13624 0.36234
C 3.21999 1.58880 -0.86312
C 4.65158 0.18356 1.41815
S 1.45176 0.19986 1.77612
H 4.32286 -1.63664 -0.76004
H 2.69208 -1.50493 -1.50552
H 2.88207 -2.31134 0.05955
H 4.21041 1.50602 -1.30750
H 3.11379 2.51956 -0.31148
H 2.44705 1.54666 -1.62491
H 5.52496 0.02464 0.78932
H 4.57517 -0.60771 2.16078
H 4.72365 1.14223 1.92731

Computed properties:
highest occupied orbital energy (alpha / beta)	-0.2954 / -0.2926	Eh
LUMO (alpha / beta)	-0.034 / -0.042	Eh
HOMO-LUMO gap (alpha / beta)	0.261 / 0.250	hartree
ΔE to the lowest compared entry with this formula, charge and spin	0.546	eV
electronic energy	-5493.858811	a.u.
multiplicity	2


Formula: C12H13BrOPb
Source: the Open Molecules 2025 dataset
Level of theory: ωB97M-V/def2-TZVPD

Cartesian coordinates (Å):
C 2.34897 0.20464 0.88306
C 2.15447 1.35806 0.02138
C 1.01273 2.12176 0.54961
H 2.68906 1.57075 -0.92975
C 0.52377 1.43298 1.72773
C 1.34805 0.24494 1.93790
H 1.16976 -0.52783 2.72141
H 3.10741 -0.59674 0.72664
H 0.53961 2.98960 0.06719
H -0.35055 1.72702 2.33453
Pb 0.06484 0.10933 -0.21190
Br -0.02623 1.40113 -2.43469
C -1.02898 -1.76776 -1.13110
C -0.68171 -2.15576 0.22489
C 0.77676 -2.28470 0.29352
H -1.38600 -2.23233 1.08378
C 1.31650 -1.96123 -1.01096
C 0.20583 -1.69534 -1.90713
H 0.28512 -1.35852 -2.96263
H -2.03605 -1.50966 -1.49786
H 1.35665 -2.50507 1.22417
H 2.39655 -1.88836 -1.28570
C -2.72133 1.51575 -0.42945
C -1.99003 0.57376 0.41538
O -2.36203 0.03102 1.45079
H -2.82930 1.09333 -1.42655
H -2.18701 2.46229 -0.46617
H -3.69686 1.64694 0.03191

Computed properties:
highest occupied orbital energy	-0.3005	Eh
LUMO	-0.043	Eh
HOMO-LUMO gap	0.258	hartree
electronic energy	-3306.925190	a.u.


Formula: C12H13ClN4O4
Source: the Open Molecules 2025 dataset
Level of theory: ωB97M-V/def2-TZVPD

Cartesian coordinates (Å):
C 3.16257 -0.84373 -4.63354
C 2.85855 -1.71355 -3.42978
N 3.73332 -2.63257 -2.91755
O 3.22877 -3.23357 -2.01986
N 1.84950 -2.76009 -1.91424
C 1.82028 -1.88577 -2.77002
O 0.80267 -1.15277 -2.93904
C -0.50219 -1.64649 -1.93930
C -0.18971 -1.10173 -0.55744
C -1.30715 -1.30352 0.44299
N -0.97564 -1.01205 1.86434
C -1.23913 0.27794 2.12101
C -1.96616 1.52505 1.22840
C -1.97205 2.66740 1.89287
C -1.68036 3.02308 3.03513
N -1.62585 4.39333 3.58893
O -1.41837 4.60986 4.61477
O -2.08937 5.11721 2.82022
C -0.80263 2.15829 3.85574
C -0.75883 1.00576 3.36880
Cl 0.09976 -0.27201 4.41237
H 2.88739 0.08321 -4.43976
H 2.36013 -1.11733 -5.38786
H 4.06625 -0.97705 -5.21900
H -0.48401 -2.58498 -1.84638
H -1.33244 -1.21325 -2.27249
H 0.77670 -1.56414 -0.01210
H 0.12410 0.09057 -0.62940
H -1.41461 -2.41431 0.59881
H -2.25334 -0.81902 -0.05192
H -0.66923 -1.62237 2.44582
H -1.98415 1.15545 0.39795
H -2.41997 3.38523 1.28010
H -0.68480 2.37793 5.01144

Computed properties:
highest occupied orbital energy	-0.3112	Eh
LUMO	-0.002	Eh
HOMO-LUMO gap	0.309	hartree
electronic energy	-1444.646577	a.u.


Formula: C12H13F13N3O4PS
Source: the Open Molecules 2025 dataset
Level of theory: ωB97M-V/def2-TZVPD

Cartesian coordinates (Å):
N 6.68240 0.06310 -2.00977
P 5.92113 -1.17499 -1.52749
O 5.68196 -2.33336 -2.62694
O 6.63734 -1.88617 -0.28090
C 4.26954 -0.77281 -0.86639
C 4.17244 0.04865 0.24833
C 2.88126 0.32734 0.72832
N 1.84943 -0.21088 0.07929
C 0.52101 0.06063 0.66312
C -0.48316 0.59675 -0.34034
C -1.90432 0.54777 0.20666
F -2.10276 -0.59124 0.92001
F -2.15121 1.61186 0.99451
C -2.93865 0.54509 -0.94312
F -2.65113 1.61598 -1.72020
F -2.77067 -0.54549 -1.70348
C -4.42514 0.69781 -0.46384
F -4.57910 0.32097 0.80486
F -4.71357 2.01303 -0.50869
C -5.47476 0.01488 -1.39554
F -6.63272 0.65460 -1.22503
F -5.12002 0.17377 -2.66510
S -5.82378 -1.81818 -1.04689
F -7.19663 -1.69875 -1.82965
F -6.53280 -1.41601 0.29889
F -4.43256 -1.97515 -0.30160
F -5.11706 -2.26086 -2.40080
F -6.13607 -3.32919 -0.73755
N 1.89687 -0.95745 -1.00206
C 3.09129 -1.23892 -1.47164
H 6.94754 -0.02512 -2.98548
H 5.14857 -3.05746 -2.27228
H 6.12565 -2.63347 0.05944
H 5.03955 0.45864 0.74606
H 2.67960 0.99412 1.60985
H 0.70041 0.76983 1.46414
H 0.19399 -0.85910 1.14308
H -0.42733 0.13184 -1.32122
H -0.27047 1.65693 -0.48999
H 3.14473 -1.83838 -2.36827
C 0.99637 2.96179 4.19725
C 1.43928 1.84151 3.26147
O 2.26212 2.12571 2.33710
O 0.95974 0.70285 3.44249
H 1.47445 3.90485 3.93899
H -0.08545 3.08153 4.13653
H 1.25272 2.70111 5.22382

Computed properties:
highest occupied orbital energy	-0.3160	Eh
LUMO	-0.065	Eh
HOMO-LUMO gap	0.251	hartree
electronic energy	-2968.030984	a.u.


Which of these has the lowest electronic energy? C12H13AsF6NO6RuS4


Which value of electronic energy does entry 4 give? -1012.979154 a.u.


Look up the electronic energy of the sixth one. -3306.925190 a.u.


What is the electronic energy in the first record? -649.153057 a.u.